i:
Formula: H4N4O2
Source: the OMol25 dataset
Level of theory: ωB97M-V/def2-TZVPD

Structure (XYZ):
```
10
Properties=species:S:1:pos:R:3
N -1.09779 -0.86560 0.29735
N -1.80097 0.03212 -0.09670
N 1.59241 1.05766 0.10909
N 2.21508 -0.01895 -0.01401
O 1.42645 -1.12571 -0.24156
O 3.41089 -0.22336 0.06833
H -1.28520 -1.22127 1.31008
H 0.51633 -0.95074 0.02098
H -1.61076 0.28742 -1.04568
H 2.23405 1.85741 -0.03755
```

Summary:
Structure (SMILES)   [H]/N=[N+](\[O-])O.[H]/N=N/[H]
Spin multiplicity   1
Frontier orbital gap   10.051 eV
Lowest unoccupied orbital energy   0.01 eV
HOMO   -10.0 eV

Löwdin atomic charge list, values in e, 4 entries:
1. N -0.04
2. N 0.05
3. N 0.12
4. N -0.47

***

ii:
Formula: H4N4O2
Source: the OMol25 dataset
Level of theory: ωB97M-V/def2-TZVPD

Structure (XYZ):
```
10
Properties=species:S:1:pos:R:3
N 0.93359 0.61084 -0.00089
N 2.16121 -0.03222 -0.04687
N -1.74210 0.73747 -0.43285
N -0.04213 -0.10030 0.14657
O -0.31833 -1.25791 0.32740
O -2.49509 -0.17901 0.15733
H 2.17691 -1.04079 -0.35740
H 3.05371 0.48164 -0.11342
H -1.85917 1.68793 0.07492
H -1.86859 -0.90764 0.24520
```

Summary:
Spin multiplicity   1
Frontier orbital gap   8.910 eV
Lowest unoccupied orbital energy   -0.16 eV
HOMO   -9.1 eV

Löwdin atomic charge list, values in e, 4 entries:
1. N -0.02
2. N 0.01
3. N 0.06
4. N -0.28

***

The structure with the most favorable energy is i; the runner-up is 35.1 kcal/mol above it.

***

i:
Formula: C3H11N5
Source: the OMol25 dataset
Level of theory: ωB97M-V/def2-TZVPD

Structure (XYZ):
```
19
Properties=species:S:1:pos:R:3
N -0.83208 0.90588 -0.96295
C -2.16975 1.16989 -0.61336
N -2.56944 2.46725 -0.84814
N -2.98130 0.34594 -0.07510
H -0.70413 -0.08329 -1.12688
H -0.58465 1.38322 -1.82175
H -2.12395 2.99387 -1.58144
H -3.57354 2.57590 -0.83700
H -2.49500 -0.49246 0.22893
C 1.88660 0.31325 0.77807
N 2.26601 -1.04941 1.11218
C 1.68148 -2.12571 0.51530
N 1.74636 -3.28746 1.03392
H 2.64695 0.97236 1.19354
H 1.75795 0.44844 -0.28663
H 0.94703 0.57597 1.27135
H 2.63866 -1.27678 2.02369
H 1.15986 -1.88254 -0.41367
H 1.30293 -3.95431 0.40993
```

Summary:
Structure (SMILES)   [H]/N=C/NC.N=C(N)N
Spin multiplicity   1
Frontier orbital gap   9.308 eV
Lowest unoccupied orbital energy   0.52 eV
HOMO   -8.8 eV

Löwdin atomic charge list, values in e, 4 entries:
1. N 0.10
2. C -0.63
3. N 0.11
4. N 0.09

***

ii:
Formula: C3H11N5
Source: the OMol25 dataset
Level of theory: ωB97M-V/def2-TZVPD

Structure (XYZ):
```
19
Properties=species:S:1:pos:R:3
C -1.42299 -0.32150 -1.38378
C -0.03963 -1.88990 0.87056
C 1.15573 0.30612 0.43858
H -1.53497 -0.30737 -2.48283
H -2.26290 -0.90145 -1.09721
H -1.62514 0.60345 -0.83996
H 0.78922 -0.13349 -1.66775
H 0.95210 -2.76532 0.96863
H 0.21688 -1.28653 1.95740
H -0.94839 -2.36932 0.73040
H 2.10155 0.82007 2.08744
H 1.63332 2.16778 0.01494
H -0.94941 1.51852 0.82690
H -0.80615 2.48937 -0.72925
N -0.03624 -0.78982 -1.21755
N 0.32389 -0.71808 -0.02012
N 2.04995 -0.20024 1.30401
N 0.83628 1.46034 -0.12575
N -0.43310 2.31738 0.36535
```

Summary:
Spin multiplicity   1
Frontier orbital gap   8.463 eV
Lowest unoccupied orbital energy   0.70 eV
HOMO   -7.8 eV

Löwdin atomic charge list, values in e, 4 entries:
1. C -0.09
2. C -0.04
3. C -0.63
4. H 0.09

***

The structure with the most favorable energy is i; the runner-up is 176.5 kcal/mol above it.

***

i:
Formula: C2H4BrOP
Source: the OMol25 dataset
Level of theory: ωB97M-V/def2-TZVPD

Structure (XYZ):
```
9
Properties=species:S:1:pos:R:3
C 1.28918 0.67115 0.03086
C 0.40404 -0.49282 0.19450
O -1.91063 -1.87781 0.07334
P -1.37230 -0.54780 -0.14182
Br -3.78632 0.77706 -0.05953
H 0.73330 1.59790 -0.07338
H 1.99042 0.56189 -0.79627
H 1.88011 0.75824 0.94926
H 0.77221 -1.44780 -0.17696
```

Summary:
Spin multiplicity   1
Frontier orbital gap (spin up / spin down)   7.202 / 6.789 eV
Lowest unoccupied orbital energy (spin up / spin down)   -2.68 / -2.50 eV
HOMO (spin up / spin down)   -9.9 / -9.3 eV

Löwdin atomic charge list, values in e, 4 entries:
1. C -0.19
2. C -0.28
3. O -0.46
4. P 0.67

***

ii:
Formula: C2H4BrOP
Source: the OMol25 dataset
Level of theory: ωB97M-V/def2-TZVPD

Structure (XYZ):
```
9
Properties=species:S:1:pos:R:3
C -1.08529 -0.41343 0.71980
C 0.41559 0.48339 0.11732
O -0.27289 -2.50862 -0.86426
P -0.72677 -2.26504 0.49889
Br -0.01786 2.26721 -0.05311
H -1.21464 -0.34231 1.74493
H -1.77911 0.08569 0.08674
H 0.52773 -0.06146 -0.83920
H 1.05707 0.35626 0.90559
```

Summary:
Structure (SMILES)   O=PCCBr
Spin multiplicity   1
Frontier orbital gap   8.328 eV
Lowest unoccupied orbital energy   -0.92 eV
HOMO   -9.2 eV

Löwdin atomic charge list, values in e, 4 entries:
1. C -0.38
2. C -0.67
3. O -0.50
4. P 0.83

***

The structure with the most favorable energy is ii; the runner-up is 21.7 kcal/mol above it.

***

i:
Formula: C17H20BrFN6O2
Source: the OMol25 dataset
Level of theory: ωB97M-V/def2-TZVPD

Structure (XYZ):
```
47
Properties=species:S:1:pos:R:3
O 2.13798 -2.06164 1.06751
C 1.44144 -2.54304 0.19349
N 0.52503 -3.50708 0.41821
C 0.16549 -3.87065 1.77475
C -0.68339 -2.77582 2.41918
C -2.03389 -2.63794 1.74856
F -2.94242 -3.51586 2.35035
C -2.63750 -1.24475 1.83948
N -1.83569 -0.30742 1.07454
C -1.27758 0.85454 1.46803
C -0.61636 1.31729 0.35742
C 0.13091 2.58845 0.18014
C -0.71408 3.81075 0.40458
C -0.36923 5.14503 -0.18440
C -1.54068 4.36557 -0.71837
C 1.57962 2.61217 0.60263
C 1.21635 2.58736 -0.85328
N -0.80071 0.40840 -0.63658
N -1.53713 -0.56681 -0.19865
C 1.52029 -2.11722 -1.26262
N 0.67360 -2.76030 -2.08242
C 0.64596 -2.38863 -3.34256
N 1.39107 -1.43596 -3.89345
C 2.24453 -0.82439 -3.09738
O 3.00738 0.13413 -3.62378
C 2.37777 -1.14370 -1.73486
Br 3.69769 -0.25168 -0.74599
H -0.02372 -3.79750 -0.37616
H -0.37797 -4.81514 1.74286
H 1.07948 -4.02090 2.34764
H -0.84528 -2.97696 3.48055
H -0.12948 -1.83712 2.34321
H -1.97766 -2.91012 0.69352
H -3.65386 -1.26235 1.44695
H -2.66404 -0.89937 2.87273
H -1.39527 1.24448 2.46381
H -1.17062 3.84754 1.38851
H -0.57290 6.02086 0.41558
H 0.50881 5.22983 -0.80890
H -1.42059 3.89079 -1.68326
H -2.53799 4.72370 -0.50544
H 1.94807 3.54364 1.01215
H 1.99957 1.71293 1.03273
H 1.36500 1.66501 -1.39483
H 1.37681 3.48217 -1.43736
H -0.03356 -2.91527 -4.00169
H 2.75873 0.20295 -4.55711
```

Summary:
Structure (SMILES)   O=C(NCC[C@@H](F)Cn1cc(C2(C3CC3)CC2)nn1)c1ncnc(O)c1Br
Spin multiplicity   1
Frontier orbital gap   9.370 eV
Lowest unoccupied orbital energy   0.13 eV
HOMO   -9.2 eV

Löwdin atomic charge list, values in e, 4 entries:
1. O 0.02
2. C -0.45
3. N 0.07
4. C -0.16

***

ii:
Formula: C17H20BrFN6O2
Source: the OMol25 dataset
Level of theory: ωB97M-V/def2-TZVPD

Structure (XYZ):
```
47
Properties=species:S:1:pos:R:3
O 2.23520 -0.54236 -0.80782
C 1.52881 -0.71064 -1.78191
N 1.38096 -1.91869 -2.36541
C 1.94625 -3.10943 -1.75012
C 1.27085 -3.41370 -0.41501
C -0.21246 -3.68696 -0.54897
F -0.42379 -5.05775 -0.73439
C -1.02111 -3.26347 0.67051
N -1.00537 -1.81809 0.78783
C -0.35492 -1.03886 1.67666
C -0.59077 0.24529 1.25255
C -0.13980 1.52513 1.85714
C -0.48054 1.65028 3.31524
C -0.59732 2.97679 4.00196
C -1.83053 2.15739 3.73058
C 1.15735 2.10930 1.35127
C -0.15509 2.72886 0.96234
N -1.36245 0.17089 0.13672
N -1.60035 -1.07473 -0.14417
C 0.83098 0.49351 -2.41582
N 1.42130 1.64455 -2.07221
C 0.87124 2.76445 -2.48283
N -0.24403 2.88194 -3.20027
C -0.83656 1.75495 -3.53409
O -1.96484 1.82649 -4.24258
C -0.32937 0.49726 -3.17279
Br -1.33459 -1.00155 -3.72494
H 0.77229 -2.01614 -3.15805
H 1.81462 -3.93318 -2.45156
H 3.01462 -2.95868 -1.59392
H 1.73727 -4.27993 0.05967
H 1.43139 -2.55302 0.23508
H -0.63206 -3.17985 -1.42094
H -2.05069 -3.60069 0.56365
H -0.59937 -3.68696 1.58166
H 0.20162 -1.44412 2.50331
H -0.06700 0.85446 3.92668
H -0.24551 3.04157 5.02210
H -0.45085 3.87896 3.42493
H -2.48554 2.49290 2.93736
H -2.32905 1.68856 4.56743
H 1.75961 2.63681 2.07990
H 1.70143 1.55724 0.59581
H -0.51824 2.57131 -0.04276
H -0.42358 3.68400 1.39161
H 1.36441 3.68809 -2.20326
H -2.15442 2.76778 -4.36817
```

Summary:
Structure (SMILES)   O=C(NCC[C@@H](F)Cn1cc(C2(C3CC3)CC2)nn1)c1ncnc(O)c1Br
Spin multiplicity   1
Frontier orbital gap   9.156 eV
Lowest unoccupied orbital energy   0.12 eV
HOMO   -9.0 eV

Löwdin atomic charge list, values in e, 4 entries:
1. O 0.07
2. C -0.44
3. N 0.05
4. C -0.15

***

The structure with the most favorable energy is i; the runner-up is 3.8 kcal/mol above it.